Record 1
{"formula": "BCuH14O5", "method": "wB97M-V/def2-TZVPD", "charge": 1, "gap_ev": [9.28, 6.32], "lumo_energy_ha": [-0.1955, -0.3043], "spin_multiplicity": 2, "homo_energy_ev": [-14.60, -14.60], "e_above_lowest_kj_mol": 579.2, "s2": 0.75, "total_energy_ev": -55766.624, "elements": ["Cu", "B", "H", "H", "H", "H", "O", "H", "H", "O", "H", "H", "O", "H", "H", "O", "H", "H", "O", "H", "H"], "coordinates": [[-0.08334, 0.07723, -0.00880], [-1.97336, -0.57405, 2.72761], [-1.13681, -1.20106, 2.46063], [-2.78872, -0.74044, 2.04076], [-2.28984, -0.86835, 3.71628], [-1.69357, 0.46738, 2.76480], [2.14775, 0.16604, -2.87164], [2.89652, 0.75266, -2.97863], [2.05358, -0.26067, -3.72327], [1.97275, 2.92088, 1.47833], [2.88750, 2.75084, 1.70312], [1.89158, 3.87418, 1.50781], [2.66544, -2.33578, 0.74457], [2.86049, -3.00449, 1.40108], [3.47577, -2.24878, 0.24253], [-1.80544, -2.39555, -1.92099], [-1.76373, -3.27452, -1.54429], [-2.48945, -2.45259, -2.58816], [-2.10410, 2.52203, -1.48204], [-1.68274, 3.12957, -2.08997], [-3.04036, 2.69553, -1.57971]], "atomic_forces_ev_per_a": [[-0.016, -0.079, -0.054], [2.524, 0.639, -2.902], [3.333, -1.773, -2.434], [-4.153, -2.542, -1.677], [-3.457, -0.086, 4.787], [1.858, 3.881, 1.927], [-0.258, -0.007, 0.415], [0.215, 0.192, 0.007], [-0.092, -0.178, -0.227], [-0.257, -0.355, -0.179], [0.258, -0.074, 0.096], [-0.096, 0.275, 0.009], [-0.362, 0.293, -0.078], [-0.007, -0.189, 0.222], [0.210, 0.037, -0.192], [0.274, 0.359, 0.269], [0.045, -0.273, 0.107], [-0.192, 0.074, -0.217], [0.313, -0.361, 0.257], [0.160, 0.174, -0.169], [-0.299, -0.009, 0.034]], "nbo_charge": [0.98, -0.48, -0.01, 0.14, 0.28, 0.07, -0.96, 0.48, 0.48, -0.96, 0.48, 0.48, -0.96, 0.48, 0.48, -0.96, 0.48, 0.48, -0.96, 0.48, 0.49]}


Record 2
{"formula": "BCuH52O24", "method": "wB97M-V/def2-TZVPD", "charge": 1, "gap_ev": [9.12, 6.78], "lumo_energy_ha": [-0.1040, -0.1897], "spin_multiplicity": 2, "homo_energy_ev": [-11.95, -11.94], "s2": 0.75, "total_energy_ev": -95293.374, "elements": ["Cu", "B", "H", "H", "H", "H", "O", "H", "H", "O", "H", "H", "O", "H", "H", "O", "H", "H", "O", "H", "H", "O", "H", "H", "O", "H", "H", "O", "H", "H", "O", "H", "H", "O", "H", "H", "O", "H", "H", "O", "H", "H", "O", "H", "H", "O", "H", "H", "O", "H", "H", "O", "H", "H", "O", "H", "H", "O", "H", "H", "O", "H", "H", "O", "H", "H", "O", "H", "H", "O", "H", "H", "O", "H", "H", "O", "H", "H"], "coordinates": [[-30.45453, 23.14705, -3.04749], [-29.57972, 21.18733, -4.04460], [-29.30586, 22.18161, -4.36188], [-29.03979, 21.05152, -3.12033], [-30.61694, 21.15012, -3.74960], [-29.28480, 20.47842, -4.80270], [-32.92515, 22.50829, 0.94146], [-32.64192, 23.32186, 1.35873], [-32.16696, 21.92782, 1.00809], [-30.36264, 19.71899, 0.08321], [-30.95580, 19.28083, 0.69346], [-29.48912, 19.43325, 0.35069], [-26.34472, 19.98134, -4.82472], [-27.27533, 20.17598, -4.93567], [-26.11826, 19.44913, -5.58741], [-32.61707, 22.54837, -2.73195], [-32.99705, 21.70619, -2.48180], [-33.37128, 23.09890, -2.94244], [-31.54815, 19.68780, -5.64528], [-31.98229, 19.84502, -4.80681], [-30.67922, 20.07580, -5.54210], [-31.27650, 24.95187, -1.93498], [-31.27797, 24.95174, -0.97778], [-32.06359, 25.44031, -2.17611], [-28.34562, 23.98278, -2.70261], [-27.92020, 24.81045, -2.47852], [-27.82862, 23.63641, -3.42991], [-30.35203, 24.38752, -4.97210], [-31.21194, 24.43592, -5.38978], [-29.72942, 24.46136, -5.69538], [-34.21827, 20.79055, -1.15604], [-35.15537, 20.60845, -1.22618], [-34.13240, 21.29971, -0.35006], [-26.64200, 22.61170, -6.27193], [-26.79191, 22.19281, -5.42441], [-25.92648, 22.11104, -6.66386], [-27.24140, 26.78859, -2.55973], [-26.34158, 26.55945, -2.79221], [-27.27824, 26.68204, -1.60919], [-33.04617, 24.82141, -6.10101], [-33.70874, 24.70787, -5.41959], [-33.46081, 24.48826, -6.89682], [-29.79467, 22.19314, -1.19497], [-30.00058, 21.29997, -0.91916], [-29.17557, 22.51061, -0.53758], [-26.62821, 25.25586, 0.06539], [-27.12660, 24.44929, 0.19684], [-25.83824, 24.97706, -0.39770], [-34.62551, 24.53955, -3.21456], [-35.00599, 25.29247, -3.66686], [-35.11494, 24.47998, -2.39411], [-33.90890, 21.66707, -7.07789], [-34.76734, 21.30280, -7.29383], [-33.85951, 21.61543, -6.12336], [-32.82163, 19.37731, -2.92217], [-33.35895, 18.60828, -3.11218], [-33.22012, 19.76149, -2.14124], [-28.96823, 23.55377, 1.68422], [-28.19807, 23.22950, 1.21737], [-28.76789, 23.40708, 2.60866], [-26.84427, 22.46548, -0.05121], [-26.42721, 21.84174, 0.54313], [-26.39169, 22.34142, -0.88549], [-29.28765, 19.92224, -7.54715], [-30.20982, 20.06630, -7.75947], [-29.11246, 20.52013, -6.82047], [-29.76047, 18.55688, -2.84435], [-29.48494, 19.42173, -3.14826], [-30.70340, 18.64136, -2.70296], [-28.89340, 24.31304, -7.50315], [-28.32517, 25.06593, -7.34032], [-28.34865, 23.55276, -7.29957], [-31.21006, 24.83035, 0.89638], [-30.51161, 24.19672, 1.06042], [-31.23004, 25.37463, 1.68352], [-32.07498, 27.62101, -0.70802], [-31.33408, 28.12944, -1.03789], [-32.55118, 27.35319, -1.49399]], "atomic_forces_ev_per_a": [[0.221, 0.201, -0.417], [0.223, 0.496, 0.917], [1.207, 4.264, -1.501], [2.368, -0.790, 3.021], [-4.083, -0.358, 0.858], [0.875, -2.166, -2.767], [-0.521, -0.608, -0.154], [0.113, 0.502, -0.103], [0.287, -0.165, -0.029], [-0.062, 0.481, 0.043], [-0.261, -0.157, 0.087], [0.309, -0.301, -0.114], [0.320, 0.414, 0.218], [-0.527, -0.243, 0.100], [0.059, -0.268, -0.205], [0.747, 0.257, -0.262], [0.007, -0.501, 0.096], [-0.198, 0.523, -0.201], [-0.616, -0.192, -0.713], [-0.049, -0.034, 0.355], [-0.052, -0.190, 0.133], [0.715, -0.737, -1.232], [0.079, -0.007, 1.127], [-0.151, -0.137, -0.334], [-0.129, -0.617, 0.168], [-0.076, 1.038, -0.002], [0.088, -0.234, -0.322], [-0.538, -0.189, 1.773], [-0.801, 0.114, -0.495], [0.644, -0.295, -0.752], [-0.241, 0.032, -0.052], [-0.310, -0.192, -0.147], [0.395, 0.492, 0.596], [-0.411, 0.632, -0.131], [0.117, -0.375, 0.164], [0.183, -0.179, -0.100], [-0.361, -0.386, -0.346], [0.350, 0.161, -0.118], [0.087, 0.072, 0.649], [0.325, 0.246, 0.365], [-0.136, -0.159, 0.144], [0.005, -0.324, -0.394], [-0.501, 0.796, -0.131], [-0.481, -0.844, 0.018], [0.313, 0.300, -0.127], [-0.209, 0.742, -0.147], [0.101, -0.128, -0.059], [0.293, -0.121, 0.043], [0.324, -0.064, -0.031], [-0.184, 0.266, -0.180], [-0.229, -0.047, 0.322], [-0.011, 0.451, -0.143], [-0.208, -0.159, -0.156], [0.237, -0.192, 0.241], [0.475, -0.131, -0.498], [-0.044, -0.330, -0.213], [-0.224, 0.065, 0.527], [-0.077, -0.140, -0.017], [0.338, -0.218, -0.197], [-0.041, 0.039, 0.375], [-0.335, -0.049, 0.304], [0.217, -0.262, 0.243], [-0.048, -0.038, -0.472], [0.452, -0.067, -0.176], [-0.394, -0.066, -0.048], [0.068, 0.230, 0.099], [0.297, -0.704, 0.393], [0.080, 0.069, -0.036], [-0.380, 0.062, -0.051], [-0.632, 0.275, 0.415], [0.302, 0.242, -0.177], [0.509, -0.496, 0.019], [-0.780, 0.007, -0.290], [0.641, -0.282, 0.188], [0.020, 0.476, 0.022], [-0.162, -0.222, 0.258], [0.260, 0.184, -0.080], [-0.186, 0.234, -0.161]], "lowdin_spin": [0.84, 0.03, 0.02, 0.00, 0.01, 0.01, 0.00, 0.00, 0.00, 0.00, 0.00, 0.00, 0.00, 0.00, 0.00, 0.00, 0.00, 0.00, 0.00, 0.00, 0.00, 0.03, 0.00, 0.00, 0.00, 0.00, 0.00, 0.03, 0.00, 0.00, 0.00, 0.00, 0.00, 0.00, 0.00, 0.00, 0.00, 0.00, 0.00, 0.00, 0.00, 0.00, 0.01, 0.00, 0.00, 0.00, 0.00, 0.00, 0.00, 0.00, 0.00, 0.00, 0.00, 0.00, 0.00, 0.00, 0.00, 0.00, 0.00, 0.00, 0.00, 0.00, 0.00, 0.00, 0.00, 0.00, 0.00, 0.00, 0.00, 0.00, 0.00, 0.00, 0.00, 0.00, 0.00, 0.00, 0.00, 0.00]}


Record 3
{"formula": "BEuH3NO6S2", "method": "wB97M-V/def2-TZVPD", "charge": 1, "gap_ev": [8.25, 8.42], "lumo_energy_ha": [-0.1983, -0.1927], "spin_multiplicity": 8, "homo_energy_ev": [-13.64, -13.66], "e_above_lowest_kj_mol": 0.0, "s2": 15.76, "total_energy_ev": -55493.170, "elements": ["O", "S", "O", "N", "S", "O", "O", "B", "O", "O", "H", "H", "H", "Eu"], "coordinates": [[1.66400, -1.60845, 0.14603], [1.92866, -0.21992, -0.11277], [3.24562, 0.13600, 0.40273], [0.86615, 0.69392, 0.69246], [-0.39753, 1.17654, -0.26942], [-0.80056, 2.40770, 0.22670], [0.01799, 1.08901, -1.62109], [-1.78263, -0.09887, 0.01390], [-1.42868, -1.22058, 0.69289], [-2.98963, 0.16562, -0.42623], [1.91252, 0.03980, -1.43339], [-0.90369, -1.83650, 0.13661], [-3.28123, -0.51692, -1.07135], [1.94900, -0.20736, 2.62293]], "atomic_forces_ev_per_a": [[-0.712, -1.305, 0.275], [0.546, 0.890, -0.581], [0.287, 0.363, 0.983], [1.069, -0.624, -1.112], [-1.014, -1.354, 0.629], [-0.962, 2.972, 1.427], [0.755, -0.545, -1.803], [1.032, -0.127, 0.629], [0.576, -1.234, -0.597], [-0.969, 0.064, -1.677], [-0.314, 0.133, 0.043], [-0.081, 0.295, 0.790], [-0.414, 0.493, 0.847], [0.200, -0.021, 0.146]], "lowdin_spin": [0.00, 0.00, -0.01, -0.02, 0.00, 0.00, 0.00, 0.00, 0.00, 0.00, 0.00, 0.00, 0.00, 7.03]}


Record 4
{"formula": "BF3", "method": "wB97M-V/def2-TZVPD", "gap_ev": 15.07, "lumo_energy_ha": 0.0114, "homo_energy_ev": -14.76, "e_above_lowest_kj_mol": 9.4, "smiles": "FB(F)F", "total_energy_ev": -8833.610, "elements": ["F", "B", "F", "F"], "coordinates": [[0.97013, -0.25801, -0.85705], [-0.04531, 0.05701, -0.07911], [-1.08323, -0.78298, 0.08856], [0.15841, 0.98398, 0.84761]], "atomic_forces_ev_per_a": [[-0.539, 0.216, -0.544], [0.349, -1.476, 1.932], [0.649, 1.028, -0.756], [-0.458, 0.233, -0.632]], "nbo_charge": [-0.49, 1.48, -0.50, -0.49]}


Record 5
{"formula": "BF4H16O8", "method": "wB97M-V/def2-TZVPD", "charge": -1, "gap_ev": 10.65, "lumo_energy_ha": 0.1035, "homo_energy_ev": -7.84, "e_above_lowest_kj_mol": 28.1, "total_energy_ev": -28196.117, "elements": ["B", "F", "F", "F", "F", "O", "H", "H", "O", "H", "H", "O", "H", "H", "O", "H", "H", "O", "H", "H", "O", "H", "H", "O", "H", "H", "O", "H", "H"], "coordinates": [[-0.50687, -0.13371, 0.07309], [-1.67693, -0.11832, 0.85817], [-0.89214, -0.34316, -1.26637], [0.15077, 1.09620, 0.18513], [0.34450, -1.16724, 0.49768], [-2.05398, 1.88877, 2.89954], [-2.12254, 1.07768, 2.37739], [-1.98958, 2.58434, 2.23920], [2.79874, 1.33621, 1.46975], [2.11715, 0.83020, 1.00707], [3.62998, 1.04926, 1.08089], [-1.33799, -0.96610, -4.32003], [-1.81078, -0.80393, -3.49430], [-2.01059, -0.95015, -5.00587], [0.17992, -1.50300, 3.36133], [-0.21431, -1.65029, 2.49451], [0.85150, -0.83428, 3.19655], [1.73891, 1.67400, -3.07025], [1.27534, 1.27624, -3.81423], [1.47879, 1.12026, -2.32523], [1.26999, 3.63171, 0.12723], [0.83507, 2.77360, 0.03984], [2.13094, 3.40060, 0.48906], [-3.41118, -1.98194, -0.70716], [-2.63037, -1.42361, -0.57953], [-3.82380, -1.99843, 0.16025], [2.10093, -3.26061, 1.00859], [1.19359, -2.96924, 0.84739], [2.38492, -3.63504, 0.17033]], "atomic_forces_ev_per_a": [[-0.397, -0.005, -0.426], [0.010, -0.157, 0.147], [0.104, -0.083, 0.080], [0.210, -0.093, 0.038], [-0.093, 0.102, -0.027], [-0.238, 0.000, 0.069], [0.200, 0.075, -0.002], [0.111, -0.022, -0.034], [0.129, 0.002, -0.039], [-0.096, 0.066, 0.041], [-0.032, -0.088, 0.007], [-0.008, 0.040, -0.073], [0.157, -0.018, 0.092], [-0.047, 0.001, 0.052], [-0.090, -0.120, 0.161], [0.068, 0.137, 0.009], [-0.003, 0.013, -0.050], [0.055, -0.163, -0.084], [-0.053, -0.007, 0.019], [-0.095, 0.118, 0.077], [0.036, 0.182, -0.095], [-0.029, 0.170, 0.024], [-0.037, -0.098, 0.116], [0.031, -0.026, -0.045], [-0.104, -0.013, -0.075], [0.018, 0.039, 0.026], [0.006, -0.277, -0.018], [0.209, 0.197, 0.033], [-0.021, 0.030, -0.025]], "nbo_charge": [1.35, -0.58, -0.58, -0.58, -0.58, -0.96, 0.49, 0.46, -0.96, 0.49, 0.46, -0.95, 0.49, 0.46, -0.95, 0.48, 0.47, -0.95, 0.47, 0.48, -0.97, 0.49, 0.47, -0.96, 0.49, 0.46, -0.95, 0.49, 0.46]}


Record 6
{"formula": "BF4H22O11", "method": "wB97M-V/def2-TZVPD", "charge": -1, "gap_ev": 10.10, "lumo_energy_ha": 0.0985, "homo_energy_ev": -7.42, "e_above_lowest_kj_mol": 9.5, "total_energy_ev": -34436.712, "elements": ["B", "F", "F", "F", "F", "O", "H", "H", "O", "H", "H", "O", "H", "H", "O", "H", "H", "O", "H", "H", "O", "H", "H", "O", "H", "H", "O", "H", "H", "O", "H", "H", "O", "H", "H", "O", "H", "H"], "coordinates": [[5.17000, -31.48800, -6.50200], [5.71600, -32.37000, -5.60100], [3.93100, -31.14200, -6.07500], [6.02500, -30.33800, -6.51400], [5.11800, -32.02700, -7.81400], [3.62400, -31.22200, -3.43300], [4.12500, -31.45800, -4.23200], [4.07400, -30.47400, -3.03200], [7.09900, -31.32500, -3.41200], [6.52100, -31.04700, -2.71700], [6.65800, -31.90500, -3.98700], [4.66900, -28.56100, -4.78600], [4.71400, -29.18900, -5.52300], [3.77000, -28.73500, -4.49400], [7.37600, -28.70000, -4.24000], [7.52400, -29.61300, -4.09600], [6.40800, -28.57500, -4.21500], [8.56100, -29.95000, -6.95500], [8.23600, -29.90600, -7.84200], [7.85500, -30.37900, -6.45500], [0.88900, -31.45200, -4.20100], [0.72100, -31.49800, -5.13500], [1.83200, -31.64600, -4.20500], [3.63800, -30.45500, -9.58400], [4.07200, -31.28100, -9.40200], [3.97000, -29.76700, -8.97800], [6.87000, -29.99600, -9.13600], [6.54200, -29.75600, -10.03700], [6.23000, -30.54000, -8.67100], [1.41000, -32.03900, -7.18700], [2.33000, -32.12400, -7.07400], [1.40200, -31.32700, -7.78600], [4.38300, -28.61400, -7.88200], [5.28600, -28.26100, -7.68800], [3.88400, -27.80500, -8.07600], [6.64200, -27.43800, -7.20800], [6.92000, -27.23900, -8.10100], [7.13800, -28.16200, -6.90200]], "atomic_forces_ev_per_a": [[1.444, 0.240, -1.053], [0.370, -1.050, 0.502], [-1.494, 0.437, 0.057], [-0.713, -0.366, -0.079], [0.171, 0.031, 0.422], [0.221, -0.407, 0.198], [-0.142, 0.291, 0.358], [0.057, 0.039, -0.187], [1.974, 0.945, 0.923], [-0.650, -0.004, 0.428], [-1.261, -1.216, -1.247], [-0.571, -0.288, 0.018], [0.426, 0.272, -0.226], [-0.211, 0.242, 0.290], [-0.383, 2.088, -0.143], [0.114, -1.569, 0.247], [0.491, -0.156, -0.107], [0.888, 0.109, 1.075], [-0.435, -0.159, -0.988], [0.148, 0.203, -0.124], [0.046, -0.083, 0.306], [-0.485, -0.051, -0.926], [0.246, 0.226, 0.641], [-0.796, 0.271, -1.020], [0.290, -0.264, 0.438], [0.199, -0.275, 0.246], [0.382, 0.792, -1.581], [0.038, -0.647, 1.411], [-0.441, -0.133, -0.201], [-1.626, -0.997, 0.711], [1.997, -0.461, 0.620], [-0.394, 1.540, -1.380], [-0.352, 0.888, -0.153], [-0.146, -0.177, 0.242], [0.011, -0.383, 0.174], [-1.498, 2.027, -0.589], [0.461, -0.152, -0.156], [1.624, -1.802, 0.855]], "nbo_charge": [1.34, -0.57, -0.56, -0.59, -0.57, -0.97, 0.49, 0.47, -0.96, 0.47, 0.50, -0.97, 0.51, 0.47, -1.00, 0.48, 0.49, -0.98, 0.48, 0.49, -0.97, 0.48, 0.48, -1.02, 0.48, 0.50, -0.99, 0.49, 0.51, -0.95, 0.48, 0.47, -0.99, 0.51, 0.47, -0.94, 0.47, 0.51]}